(1)
The following is a DFT calculation (the ωB97M-V functional and the def2-TZVPD basis) of a gas-phase ion, C3H2IN2 (charge +1) at a distorted geometry.

As for the charge: +1. The SMILES is I/C=N/C1=[N+]=C1. The energy above the lowest of the compared OMol25 structures with the same formula, charge and spin is 0.00 kcal/mol. Its total energy is -522.31507 hartree. The HOMO-LUMO gap is 9.2 eV. For the LUMO energy, the calculation gives -5.345 eV.

```
8
Properties=species:S:1:pos:R:3:forces:R:3
I -0.965602 2.903239 1.754058 0.22 -0.89 -0.09
N 0.012347 0.461465 0.290255 -0.82 2.37 3.12
N 1.360901 -0.875409 -1.348306 -0.09 -0.40 -0.43
C 0.125455 -1.249986 -1.595460 2.16 0.96 1.82
C -0.357125 0.951883 1.446226 1.16 -1.74 -2.43
C 0.397659 -0.386147 -0.521549 -1.52 -0.81 -1.79
H -0.324460 -1.965365 -2.228003 -0.72 -0.44 -0.70
H -0.249174 0.160319 2.202779 -0.39 0.95 0.51
```
Forces are in eV/Å.

(2)
The following is a DFT calculation (the ωB97M-V functional and the def2-TZVPD basis) of a molecular structure, C23H28N7O7STc at a distorted geometry.

As for the charge: +2. Its spin multiplicity is 3. The energy above the lowest of the compared OMol25 structures with the same formula, charge and spin is 2.31 kcal/mol. Its total energy is -2281.73944 hartree. The HOMO-LUMO gap (alpha / beta) is 7.9 / 7.6 eV. For the LUMO energy (alpha / beta), the calculation gives -4.961 / -5.317 eV. The expectation value of S² is 2.01.

```
67
Properties=species:S:1:pos:R:3:forces:R:3
Tc -0.567551 0.509251 0.485063 0.20 -0.10 -0.01
S 0.831682 1.132752 2.345335 0.02 0.01 -0.13
O 1.042115 0.676571 -0.785849 0.45 -0.28 -0.37
O -5.761187 5.021267 3.432697 0.05 0.07 -0.06
O -1.135988 2.435297 0.247095 -0.04 0.10 -0.19
O -2.068926 0.290398 1.731335 -0.24 -0.04 0.23
O -1.819276 0.044481 -1.182159 0.19 0.12 0.12
O -6.654355 3.388956 4.519701 0.00 -0.04 0.05
O 2.784457 -0.359325 -1.710388 -0.54 0.70 -0.02
N 6.504300 -3.272635 -2.054474 0.08 -0.07 -0.03
N 4.980979 -1.611561 -1.555931 1.06 -0.73 -0.15
N 0.298565 -1.520205 0.452135 0.00 0.13 0.09
N 1.885012 3.018332 0.719360 -0.14 -0.34 -0.38
N -2.641825 -0.991101 -1.337702 0.00 0.06 -0.03
N 4.388205 -3.354181 -2.952330 -0.11 -0.17 0.01
N -5.826870 3.861186 3.773098 -0.02 -0.09 -0.02
C -4.816497 2.936821 3.223976 -0.11 0.01 0.12
C 3.045818 -2.866311 -3.281148 0.12 0.06 -0.32
C -2.083850 3.037737 0.785735 0.01 -0.02 0.02
C 2.533189 4.157501 0.388236 -0.05 -0.02 -0.11
C 2.155216 3.439863 3.004388 0.00 -0.03 0.07
C -3.043713 -1.251567 -2.595619 0.00 -0.01 -0.05
C 5.286879 -2.736916 -2.192899 0.07 0.40 0.31
C -3.097956 -1.709583 -0.298550 -0.04 -0.06 0.08
C -3.945937 3.388844 2.284092 0.06 0.06 -0.11
C 2.824076 4.600060 2.694577 -0.02 0.02 0.07
C -2.982513 2.508207 1.752822 0.04 0.10 -0.01
C 1.801306 -2.939439 -0.998214 -0.01 -0.20 0.17
C 0.955859 -1.682219 -0.875729 -0.14 -0.05 0.05
C 1.693292 -0.378905 -1.165471 -0.77 0.68 0.49
C -3.974454 -2.754818 -0.513007 -0.01 0.00 0.01
C -4.775942 1.615847 3.683641 -0.05 -0.05 0.04
C -3.919398 -2.281939 -2.848767 -0.03 -0.03 -0.02
C 3.019251 4.977538 1.359680 0.04 0.04 0.04
C 1.665942 2.613799 1.984927 -0.12 -0.05 0.06
C 1.940626 -3.467862 -2.427419 0.01 -0.10 -0.02
C -3.844015 0.745489 3.181800 -0.08 -0.03 0.06
C -2.928007 1.164125 2.201834 0.20 -0.11 -0.11
C -4.394322 -3.055430 -1.798389 0.01 0.01 0.00
H 4.667970 -4.227215 -3.370485 -0.01 0.01 0.02
H -0.345423 -2.290252 0.608945 -0.03 0.02 0.00
H 3.190998 5.235740 3.490212 0.00 -0.02 0.00
H -2.224590 4.078723 0.485629 -0.01 0.03 0.01
H -2.638618 -0.589265 -3.345415 0.02 0.00 0.01
H -5.487826 1.304034 4.435596 0.01 0.00 0.00
H -2.771521 -1.380361 0.678514 0.00 -0.01 -0.06
H 3.044219 -1.779702 -3.236612 0.03 -0.15 -0.10
H -4.229816 -2.461594 -3.868518 0.01 0.00 0.02
H 4.068402 -1.171463 -1.642166 -0.30 0.15 -0.05
H 3.537685 5.887081 1.095720 -0.02 -0.01 0.01
H 1.978700 3.143464 4.028474 0.03 0.02 -0.01
H 5.702609 -1.097784 -1.080141 0.07 -0.07 -0.01
H 2.876077 -3.138884 -4.321684 0.00 -0.01 -0.03
H 0.999366 -3.317422 -2.964453 -0.02 -0.01 0.04
H 2.777880 -2.781421 -0.530270 -0.03 -0.04 -0.02
H -3.788272 -0.276056 3.532296 -0.01 0.01 0.01
H 0.137998 -1.715001 -1.602554 0.00 -0.01 -0.02
H -5.087292 -3.865797 -1.979058 0.01 0.02 0.01
H 2.087960 -4.549610 -2.388235 0.01 0.02 -0.01
H 7.216254 -2.809591 -1.516655 -0.04 -0.02 0.02
H -4.003670 4.418000 1.951864 0.02 -0.02 0.01
H 0.994990 -1.572140 1.194892 0.01 -0.02 -0.02
H 2.626281 4.359106 -0.668781 0.00 -0.03 0.00
H -4.334572 -3.308224 0.342684 0.00 -0.01 -0.02
H 6.776996 -4.096510 -2.561397 0.01 0.02 -0.02
H 1.306666 -3.719157 -0.413519 0.01 0.01 0.03
H 1.566364 2.390978 -0.032365 0.13 0.18 0.23
```
Forces are in eV/Å.

(3)
The following is a DFT calculation (the ωB97M-V functional and the def2-TZVPD basis) of a molecular structure, C6H10O at a distorted geometry.

The energy above the lowest of the compared OMol25 structures with the same formula, charge and spin is 79.12 kcal/mol. Its total energy is -309.71629 hartree. The HOMO-LUMO gap is 8.7 eV. For the LUMO energy, the calculation gives 0.928 eV.

```
17
Properties=species:S:1:pos:R:3:forces:R:3
O 0.215985 -1.497261 1.195783 -3.55 1.39 0.54
C 1.186079 1.544540 -0.122612 0.30 0.42 -0.49
C -0.699187 0.025770 0.770011 1.02 -1.97 1.14
C 0.614766 -0.849384 -1.115891 -0.24 -0.41 -0.52
C 1.131484 -1.215953 0.204495 -0.17 1.47 0.29
C 0.465536 0.243886 -0.115960 1.88 -0.68 0.09
C -2.133592 -0.170946 0.324237 0.48 -0.28 -0.05
H 0.796901 2.201862 -0.888001 -0.11 0.43 -0.30
H -2.616839 0.794318 0.092394 0.46 -0.16 0.05
H -0.237973 -1.402287 -1.479313 -0.31 0.11 -0.39
H 1.408694 -0.675215 -1.826303 0.02 -0.06 -0.30
H -0.725277 0.750500 1.594400 0.59 -0.85 0.39
H -2.173497 -0.803397 -0.555715 -0.25 -0.13 -0.04
H -2.717391 -0.602383 1.143732 0.15 -0.10 -0.19
H 1.193236 2.113705 0.817017 -0.27 -0.49 -0.01
H 2.226234 1.351688 -0.358278 0.24 0.11 -0.17
H 2.064838 -1.809449 0.320011 -0.24 1.22 -0.01
```
Forces are in eV/Å.

(4)
The following is a DFT calculation (the ωB97M-V functional and the def2-TZVPD basis) of a molecular structure, C8H19ClO4OsSe2.

As for the charge: +2. Its total energy is -5969.82805 hartree. The HOMO-LUMO gap is 4.6 eV. For the LUMO energy, the calculation gives -9.863 eV.

```
35
Properties=species:S:1:pos:R:3:forces:R:3
Os -0.649362 0.593194 -0.311646 -0.34 0.25 0.04
Se 0.597130 -1.250131 0.530790 0.25 -0.45 0.25
Se 3.645184 2.004238 0.250603 -0.23 0.12 -0.05
Cl 0.221420 2.637886 -1.312842 0.43 0.08 0.06
O 0.663288 1.238343 -1.780663 -0.11 0.22 0.27
O 1.023998 3.689407 -1.694719 -0.03 -0.07 -0.01
O 0.217878 2.306792 0.235484 -0.15 -0.05 -0.37
O -1.181246 2.668795 -1.598565 -0.09 0.15 -0.16
C 2.936333 0.444828 1.184721 0.02 0.16 0.09
C -3.035793 -1.098680 -0.538749 -0.07 -0.10 -0.06
C 2.476256 -0.674169 0.258493 -0.01 -0.02 -0.08
C -3.414798 -1.155887 -2.022042 0.05 0.01 -0.01
C 5.275072 1.234690 -0.454576 0.01 -0.09 0.11
C -4.259582 -1.364418 0.368580 -0.01 0.07 0.06
C -2.531409 0.277834 -0.200783 -0.22 -0.03 0.05
C 0.486710 -1.384299 2.465333 -0.15 0.10 0.00
H -4.176147 -0.409961 -2.255961 0.00 0.00 0.01
H -5.047203 -0.640798 0.156643 0.00 -0.01 0.03
H 5.067515 0.310857 -0.986050 0.06 -0.01 -0.07
H 5.684193 1.967474 -1.143445 0.01 0.01 -0.04
H 3.029470 -1.604915 0.394543 -0.04 0.00 -0.05
H -2.558446 -0.992299 -2.678217 -0.01 0.00 0.01
H 5.968387 1.075603 0.363766 0.09 -0.06 -0.02
H 0.729480 -0.433655 2.931483 0.01 -0.01 -0.03
H -2.283291 -1.857327 -0.297556 0.06 -0.02 -0.08
H -2.145763 0.458317 0.925246 0.32 -0.18 -0.06
H 2.123392 0.855239 1.784736 0.04 0.01 0.00
H 1.188179 -2.161102 2.764177 0.01 -0.02 -0.05
H 2.484735 -0.402208 -0.797236 0.06 -0.03 0.00
H -3.829508 -2.135277 -2.253204 0.00 -0.02 0.02
H 3.688504 0.077352 1.879070 -0.02 -0.06 0.04
H -4.009639 -1.323975 1.428987 -0.01 0.02 0.00
H -3.212694 1.098203 -0.444190 0.04 0.02 0.06
H -0.531130 -1.689489 2.698589 0.03 -0.01 0.03
H -4.641104 -2.360453 0.149198 0.03 -0.02 -0.04
```
Forces are in eV/Å.